[1]
DFT (ωB97M-V/def2-TZVPD) results for C43H46Cl4N6O2PY as an isolated structure.

Results
frontier orbital gap = 6.4 eV
HOMO level = -0.2241 Ha
maximum force = 0.22 eV/Å
ΔE to the lowest compared entry with this formula, charge and spin = 38.9 kcal/mol
lowest unoccupied orbital energy = 0.30 eV

Geometry (Å):
Y (-0.900, 0.343, 1.207)
N (-0.455, 1.049, 4.883)
P (0.478, 0.115, 3.790)
C (2.163, 0.741, 4.028)
C (2.772, 0.753, 5.284)
C (4.041, 1.285, 5.432)
C (4.713, 1.793, 4.323)
C (4.120, 1.762, 3.071)
C (2.842, 1.236, 2.920)
C (0.533, -1.498, 4.625)
C (1.520, -2.406, 4.244)
C (1.539, -3.682, 4.781)
C (0.571, -4.067, 5.701)
C (-0.417, -3.171, 6.079)
C (-0.439, -1.891, 5.540)
C (-1.576, 1.771, 4.532)
C (-2.131, 2.662, 5.466)
C (-3.251, 3.378, 5.125)
C (-3.813, 3.207, 3.861)
C (-3.206, 2.314, 3.012)
N (-2.113, 1.596, 3.321)
H (-0.091, 1.256, 5.802)
H (2.264, 0.328, 6.144)
H (4.514, 1.296, 6.406)
H (5.707, 2.206, 4.441)
H (4.643, 2.147, 2.205)
H (2.366, 1.191, 1.946)
H (2.271, -2.114, 3.520)
H (2.308, -4.381, 4.478)
H (0.587, -5.065, 6.119)
H (-1.175, -3.465, 6.794)
H (-1.216, -1.196, 5.835)
H (-1.664, 2.780, 6.435)
H (-3.686, 4.072, 5.832)
H (-4.690, 3.752, 3.546)
H (-3.607, 2.150, 2.020)
Cl (-2.832, -1.707, 2.997)
C (-3.731, -1.834, 1.479)
Cl (-3.934, -0.236, 0.720)
H (-4.713, -2.241, 1.682)
H (-3.149, -2.433, 0.789)
Cl (3.065, 0.743, -1.729)
C (2.495, 2.219, -1.001)
C (3.099, 3.408, -1.344)
C (2.693, 4.614, -0.772)
C (1.673, 4.593, 0.167)
C (1.081, 3.389, 0.486)
Cl (-0.195, 3.351, 1.707)
C (1.409, 2.105, -0.069)
N (0.789, 0.997, 0.276)
H (3.904, 3.391, -2.068)
H (3.172, 5.543, -1.048)
H (1.340, 5.503, 0.651)
C (0.581, -1.056, -7.175)
C (-0.320, -1.839, -6.257)
C (-1.423, -2.507, -6.776)
C (-2.279, -3.222, -5.951)
C (-2.019, -3.286, -4.594)
C (-0.923, -2.618, -4.058)
N (-0.729, -2.672, -2.653)
C (0.425, -3.106, -2.048)
C (1.360, -3.865, -2.770)
C (2.520, -4.311, -2.174)
C (2.796, -4.030, -0.837)
C (1.879, -3.297, -0.115)
C (0.698, -2.826, -0.691)
C (-0.202, -2.015, 0.159)
O (-1.231, -1.429, -0.345)
O (0.053, -1.843, 1.382)
C (-0.068, -1.875, -4.879)
C (1.087, -1.109, -4.297)
H (0.318, -1.235, -8.217)
H (1.629, -1.325, -7.036)
H (0.501, 0.018, -6.989)
H (-1.611, -2.465, -7.843)
H (-3.135, -3.737, -6.368)
H (-2.653, -3.855, -3.926)
H (-1.324, -2.104, -2.065)
H (1.156, -4.098, -3.808)
H (3.222, -4.890, -2.762)
H (3.713, -4.373, -0.377)
H (2.056, -3.051, 0.923)
H (2.030, -1.651, -4.413)
H (0.956, -0.928, -3.232)
H (1.205, -0.144, -4.791)
C (-2.696, 3.218, -3.135)
C (-1.846, 1.956, -3.024)
C (-0.356, 2.308, -3.074)
C (-2.189, 0.994, -4.157)
N (-2.219, 1.235, -1.785)
N (-1.877, 1.918, -0.574)
H (-2.513, 3.710, -4.091)
H (-2.451, 3.938, -2.350)
H (-3.757, 2.969, -3.069)
H (-0.097, 2.696, -4.062)
H (0.260, 1.428, -2.877)
H (-0.077, 3.079, -2.351)
H (-1.984, 1.456, -5.124)
H (-3.244, 0.717, -4.116)
H (-1.592, 0.080, -4.090)
H (-1.701, 0.359, -1.760)
H (-2.610, 2.588, -0.366)
H (-1.007, 2.441, -0.681)

Atomic forces in eV per Å
Y 0.22 0.02 -0.03
N -0.02 0.07 -0.03
P -0.04 0.01 -0.01
C 0.00 0.00 0.03
C 0.01 0.00 0.01
C 0.00 0.00 -0.02
C -0.01 0.00 0.01
C -0.01 -0.01 -0.01
C 0.01 0.01 0.01
C -0.03 -0.01 0.01
C 0.02 -0.01 0.00
C -0.01 0.02 -0.01
C 0.00 0.01 0.00
C 0.00 0.00 0.00
C 0.01 -0.01 0.01
C 0.01 -0.03 0.01
C 0.00 0.00 0.01
C 0.00 0.00 0.01
C -0.01 0.01 -0.01
C 0.02 -0.02 0.00
N 0.05 -0.04 -0.11
H 0.01 0.00 0.00
H 0.00 0.00 -0.01
H 0.00 0.00 0.00
H 0.00 0.00 0.00
H 0.00 0.00 0.01
H 0.00 0.00 -0.01
H -0.01 0.00 0.00
H 0.00 0.00 0.00
H 0.00 0.00 0.00
H 0.01 -0.01 0.00
H 0.00 0.00 0.00
H 0.00 0.00 -0.01
H 0.00 -0.01 0.00
H 0.01 0.00 0.00
H 0.00 0.01 0.00
Cl -0.05 -0.07 0.04
C 0.02 0.05 -0.03
Cl -0.14 -0.13 0.01
H -0.01 -0.01 0.00
H 0.00 -0.01 0.00
Cl -0.02 -0.03 -0.03
C -0.03 -0.01 0.02
C 0.00 -0.04 -0.01
C 0.00 0.02 0.00
C -0.02 -0.02 0.01
C 0.01 -0.06 -0.02
Cl 0.08 0.16 0.04
C 0.01 0.06 0.08
N 0.13 0.17 -0.04
H -0.01 0.00 0.00
H 0.00 -0.01 0.00
H 0.00 -0.01 0.00
C -0.01 0.00 0.01
C 0.01 0.00 -0.02
C 0.01 0.00 0.01
C 0.01 0.02 0.01
C -0.03 0.01 0.02
C 0.00 -0.06 0.02
N -0.01 0.00 -0.04
C -0.01 0.03 0.03
C 0.03 -0.06 0.00
C -0.02 -0.01 0.01
C 0.00 0.00 0.00
C -0.02 0.00 -0.02
C -0.09 -0.07 0.02
C 0.13 -0.12 0.05
O -0.09 0.08 0.09
O -0.05 0.07 -0.17
C 0.08 -0.01 -0.05
C 0.03 0.08 -0.03
H 0.00 0.00 0.00
H 0.00 -0.01 0.00
H 0.00 -0.01 0.01
H 0.00 0.00 0.01
H 0.00 0.00 0.00
H 0.00 0.00 -0.02
H -0.01 -0.02 0.01
H 0.00 -0.01 0.03
H 0.00 0.00 0.01
H -0.01 0.00 -0.01
H 0.00 0.01 0.00
H -0.02 0.01 -0.02
H 0.01 0.03 0.00
H -0.01 0.01 0.00
C -0.02 0.00 0.02
C 0.01 -0.01 0.01
C 0.01 -0.01 -0.01
C -0.02 -0.02 0.01
N 0.02 0.01 0.00
N -0.10 -0.06 0.06
H 0.01 -0.01 0.01
H -0.01 -0.01 0.00
H 0.01 0.01 0.00
H -0.01 0.00 0.01
H 0.00 0.01 0.01
H 0.00 0.00 0.00
H 0.01 -0.01 0.01
H 0.01 0.01 -0.01
H -0.02 0.04 0.00
H -0.03 0.01 0.00
H -0.01 0.01 -0.08
H 0.02 0.01 0.02

[2]
DFT (ωB97M-V/def2-TZVPD) results for C3H5NO2 in the gas phase in a non-equilibrium geometry.

Results
frontier orbital gap = 11.1 eV
HOMO level = -0.3744 Ha
maximum force = 2.85 eV/Å
ΔE to the lowest compared entry with this formula, charge and spin = 60.7 kcal/mol
lowest unoccupied orbital energy = 0.93 eV
SMILES = [H]/N=C1/COCO1

Geometry (Å):
N (1.595, -1.185, -0.478)
C (0.739, -0.287, -0.214)
C (-0.469, -0.866, 0.399)
O (-1.490, 0.051, -0.041)
C (-0.807, 1.286, -0.045)
O (0.543, 1.015, -0.502)
H (2.514, -1.004, -0.817)
H (-0.143, -1.860, -0.025)
H (-0.477, -0.904, 1.493)
H (-1.280, 1.996, -0.731)
H (-0.716, 1.750, 0.954)

Atomic forces in eV per Å
N 0.53 0.66 0.32
C 0.79 -0.65 0.01
C 0.34 0.04 0.24
O 0.19 -0.30 -0.20
C 0.02 0.13 -0.03
O 0.28 -0.16 -0.01
H 0.49 0.85 -0.54
H -2.83 0.13 0.33
H 0.23 0.03 -0.05
H 0.09 -0.38 0.05
H -0.14 -0.36 -0.12

- The highest lowest unoccupied orbital energy belongs to which entry?
  C3H5NO2